Entry 1:
{"formula": "C3H4IrO2", "method": "ωB97M-V/def2-TZVPD", "total_charge": 3, "homo_ev": [-25.5, -25.2], "de_lowest_kcal_mol": 8.60, "spin_multiplicity": 5, "symbols": ["C", "C", "H", "H", "O", "H", "C", "O", "Ir", "H"], "xyz": [[-2.286, 0.288, -0.571], [-2.910, -0.716, -0.838], [-3.954, -0.357, 1.976], [-3.364, -1.631, -1.169], [-1.536, 1.319, -0.320], [-1.029, 1.601, -1.094], [-3.656, 0.469, 2.676], [-2.867, 1.295, 2.233], [-1.877, 2.752, 2.748], [-4.037, 0.562, 3.705]], "nbo_charge": [0.452, 0.152, 0.251, 0.336, -0.525, 0.588, 0.430, -0.592, 1.646, 0.261]}

=====

Entry 2:
{"formula": "C31H56N3O12S6", "method": "ωB97M-V/def2-TZVPD", "homo_ev": [-8.5, -9.3], "spin_multiplicity": 2, "symbols": ["C", "C", "C", "C", "C", "N", "C", "O", "N", "C", "S", "C", "C", "C", "C", "N", "O", "H", "H", "H", "H", "H", "H", "H", "H", "H", "H", "H", "H", "H", "H", "H", "H", "C", "C", "C", "S", "O", "O", "C", "H", "H", "H", "H", "H", "H", "H", "H", "C", "C", "C", "S", "O", "O", "C", "H", "H", "H", "H", "H", "H", "H", "H", "C", "C", "C", "S", "O", "O", "C", "H", "H", "H", "H", "H", "H", "H", "H", "C", "C", "C", "S", "O", "O", "C", "H", "H", "H", "H", "H", "H", "H", "H", "C", "C", "C", "S", "O", "O", "C", "H", "H", "H", "H", "H", "H", "H", "H"], "xyz": [[-0.402, -1.551, 1.812], [-1.233, -0.675, 0.673], [-2.123, 0.425, 1.570], [-0.186, 0.225, -0.200], [0.255, -0.380, -1.647], [1.765, -0.620, -1.589], [2.067, -1.756, -0.881], [2.477, -2.994, -0.509], [0.082, 0.772, -2.661], [1.067, 0.514, -3.624], [2.103, -0.086, -4.878], [-0.619, -1.625, -2.219], [-1.670, -2.327, -1.194], [-1.057, -3.785, -0.649], [-2.978, -2.782, -2.137], [-2.245, -1.462, -0.110], [-3.095, -2.143, 0.706], [-1.141, -2.148, 2.503], [0.480, -2.182, 1.374], [0.105, -0.734, 2.519], [-1.480, 1.367, 1.862], [-2.456, -0.189, 2.538], [-3.103, 0.700, 0.978], [-0.706, 1.281, -0.387], [0.778, 0.479, 0.457], [-1.253, -1.233, -3.150], [0.059, -2.498, -2.669], [-0.990, -4.473, -1.617], [-0.012, -3.678, -0.133], [-1.772, -4.331, 0.099], [-2.540, -3.249, -3.117], [-3.620, -3.577, -1.519], [-3.607, -1.816, -2.336], [5.097, -0.517, -2.080], [5.920, -0.095, -3.296], [7.009, 0.857, -2.805], [7.342, 0.404, -1.110], [6.940, 1.499, -0.253], [8.655, -0.204, -1.028], [6.109, -0.878, -1.003], [4.436, -1.358, -2.308], [4.475, 0.322, -1.745], [6.381, -0.981, -3.749], [5.297, 0.378, -4.062], [7.924, 0.759, -3.394], [6.667, 1.896, -2.818], [5.679, -0.901, 0.000], [6.597, -1.832, -1.225], [-4.375, -2.286, 6.793], [-4.769, -0.991, 7.501], [-3.846, 0.113, 6.986], [-3.368, -0.367, 5.332], [-1.945, -0.632, 5.323], [-3.998, 0.523, 4.377], [-4.233, -1.925, 5.321], [-5.119, -3.074, 6.943], [-3.416, -2.645, 7.186], [-5.810, -0.744, 7.258], [-4.700, -1.087, 8.589], [-4.355, 1.079, 6.951], [-2.939, 0.191, 7.591], [-3.666, -2.663, 4.751], [-5.211, -1.762, 4.860], [9.834, 4.596, -1.956], [10.496, 5.237, -3.175], [9.548, 5.056, -4.359], [7.901, 4.973, -3.673], [7.369, 3.648, -3.911], [7.175, 6.176, -4.028], [8.393, 5.085, -1.964], [10.345, 4.867, -1.027], [9.861, 3.504, -2.052], [10.650, 6.307, -2.986], [11.476, 4.796, -3.382], [9.609, 5.897, -5.055], [9.743, 4.119, -4.888], [7.731, 4.479, -1.344], [8.332, 6.136, -1.666], [-0.054, -3.039, -7.745], [-1.315, -3.899, -7.787], [-1.735, -4.168, -6.342], [-1.144, -2.781, -5.384], [-0.129, -3.255, -4.466], [-2.274, -1.986, -4.947], [-0.337, -1.940, -6.732], [0.189, -2.626, -8.728], [0.797, -3.646, -7.412], [-2.112, -3.354, -8.307], [-1.149, -4.835, -8.330], [-2.822, -4.239, -6.246], [-1.266, -5.075, -5.951], [0.565, -1.441, -6.374], [-1.040, -1.204, -7.135], [-9.713, 2.888, 7.471], [-9.415, 3.051, 5.981], [-7.922, 2.801, 5.782], [-7.423, 1.690, 7.089], [-6.502, 2.388, 7.961], [-7.119, 0.391, 6.521], [-9.010, 1.607, 7.894], [-10.788, 2.840, 7.668], [-9.304, 3.741, 8.026], [-9.993, 2.314, 5.411], [-9.701, 4.044, 5.618], [-7.717, 2.338, 4.813], [-7.344, 3.724, 5.883], [-8.877, 1.526, 8.974], [-9.534, 0.725, 7.511]], "mulliken_spin": [0.034, 0.019, 0.002, 0.000, 0.008, 0.000, 0.000, 0.000, -0.002, 0.000, 0.000, 0.004, 0.014, 0.035, 0.014, 0.313, 0.591, -0.005, -0.004, -0.001, 0.001, 0.006, -0.009, -0.001, -0.001, 0.001, -0.003, -0.001, -0.004, -0.004, -0.002, 0.001, -0.009, 0.000, 0.000, 0.000, 0.000, 0.000, 0.000, 0.000, 0.000, 0.000, 0.000, 0.000, 0.000, 0.000, 0.000, 0.000, 0.000, 0.000, 0.000, 0.000, 0.000, 0.000, 0.000, 0.000, 0.000, 0.000, 0.000, 0.000, 0.000, 0.000, 0.000, 0.000, 0.000, 0.000, 0.000, 0.000, 0.000, 0.000, 0.000, 0.000, 0.000, 0.000, 0.000, 0.000, 0.000, 0.000, 0.000, 0.000, 0.000, 0.000, 0.000, 0.000, 0.000, 0.000, 0.000, 0.000, 0.000, 0.000, 0.000, 0.000, 0.000, 0.000, 0.000, 0.000, 0.000, 0.000, 0.000, 0.000, 0.000, 0.000, 0.000, 0.000, 0.000, 0.000, 0.000, 0.000]}